Record 1
The following is a quantum chemistry calculation of a molecular structure, C3H2CsLiO3, from the OMol25 dataset.

Its frontier orbital gap (spin up / spin down) is 6.334 / 6.323 eV. Its lowest unoccupied orbital energy (spin up / spin down) is -4.1 / -4.1 eV. The energy above the lowest of the compared OMol25 structures with the same formula, charge and spin is 3.229 eV.

ORCA input file:
```
! wB97M-V def2-TZVPD RIJCOSX def2/J DEFGRID3
* xyz 1 2
Cs -1.182 -3.290 -0.347
O -2.479 0.114 0.227
O 3.248 -0.289 -1.348
O 2.128 -1.732 -0.013
C 3.109 -1.185 -0.452
C -1.800 0.995 0.805
C -1.138 1.954 1.207
Li -4.089 0.400 -0.653
H 2.631 0.529 -1.223
H -0.427 2.504 1.797
*
```



Record 2
The following is a quantum chemistry calculation of a molecular structure, C3H2CsO, from the OMol25 dataset.

Its frontier orbital gap is 3.927 eV. Its lowest unoccupied orbital energy is 1.6 eV.

ORCA input file:
```
! wB97M-V def2-TZVPD RIJCOSX def2/J DEFGRID3
* xyz -1 1
Cs -1.822 -1.164 0.904
O 0.280 -3.069 1.927
C -0.280 2.690 -2.406
C -0.812 1.886 -1.633
C 1.343 -2.460 2.197
H 1.154 -1.297 2.096
H 0.136 3.414 -3.086
*
```



Record 3
The following is a quantum chemistry calculation of a molecular structure, C3H2CuFMgO3, from the OMol25 dataset.

Its frontier orbital gap is 3.529 eV. Its lowest unoccupied orbital energy is -1.9 eV.

ORCA input file:
```
! wB97M-V def2-TZVPD RIJCOSX def2/J DEFGRID3
* xyz 0 1
Cu 1.637 1.386 -1.753
Mg 0.939 0.503 2.948
F 1.375 -2.083 -0.419
O -0.207 2.121 -0.526
O 0.861 -0.536 1.052
O -1.383 2.104 1.448
C -0.855 1.923 0.432
C 2.834 -0.292 -0.276
C 1.708 -0.909 0.198
H 3.269 0.502 0.334
H 3.450 -0.804 -1.015
*
```



Record 4
The following is a quantum chemistry calculation of a molecular structure, C3H2CuFO2, from the OMol25 dataset.

Its frontier orbital gap (spin up / spin down) is 7.080 / 7.941 eV. Its lowest unoccupied orbital energy (spin up / spin down) is 3.8 / 3.8 eV. The energy above the lowest of the compared OMol25 structures with the same formula, charge and spin is 0.174 eV.

ORCA input file:
```
! wB97M-V def2-TZVPD RIJCOSX def2/J DEFGRID3
* xyz -1 2
Cu 3.107 3.801 -0.423
F 4.275 5.259 0.075
O -0.352 4.729 -0.707
O 1.376 2.550 -0.328
C -0.401 5.841 -0.139
C 0.101 2.459 -0.205
C -0.775 3.495 -0.135
H -0.354 1.449 -0.255
H -1.792 3.493 0.266
*
```



Record 5
The following is a quantum chemistry calculation of a molecular structure, C3H2EuO2, from the OMol25 dataset.

Its frontier orbital gap (spin up / spin down) is 7.352 / 6.068 eV. Its lowest unoccupied orbital energy (spin up / spin down) is -4.9 / -6.3 eV. The energy above the lowest of the compared OMol25 structures with the same formula, charge and spin is 0.000 eV.

ORCA input file:
```
! wB97M-V def2-TZVPD RIJCOSX def2/J DEFGRID3
* xyz 1 9
Eu 0.774 -0.563 -0.312
O 0.332 1.827 0.000
O -0.274 3.951 -0.146
C -0.013 -2.899 0.097
C -0.365 -4.067 0.191
C -0.496 2.694 -0.125
H 0.650 4.174 0.057
H -0.607 -5.117 0.239
*
```



Record 6
The following is a quantum chemistry calculation of 2 unconnected molecules or ions with the total composition C3H2F2, from the OMol25 dataset.

Its frontier orbital gap (spin up / spin down) is 10.295 / 10.296 eV. Its lowest unoccupied orbital energy (spin up / spin down) is -0.3 / -0.3 eV. The energy above the lowest of the compared OMol25 structures with the same formula, charge and spin is 3.753 eV.

ORCA input file:
```
! wB97M-V def2-TZVPD RIJCOSX def2/J DEFGRID3
* xyz 0 1
F -1.302 0.869 1.968
F 1.516 -2.454 0.452
C 0.858 -1.291 0.454
C 0.724 -0.036 0.015
C -0.503 -0.384 0.654
H 1.321 0.705 -0.576
H -1.566 -0.469 0.415
*
```



Record 7
The following is a quantum chemistry calculation of C3H2F2O2 in the gas phase, from the OMol25 dataset.

Its frontier orbital gap is 11.673 eV. Its lowest unoccupied orbital energy is 0.8 eV. As for the structure (SMILES): O=C1O[C@H](F)[C@H]1F. The energy above the lowest of the compared OMol25 structures with the same formula, charge and spin is 1.664 eV.

ORCA input file:
```
! wB97M-V def2-TZVPD RIJCOSX def2/J DEFGRID3
* xyz 0 1
F -1.361 -0.702 1.133
F 1.349 1.067 -0.615
O -0.077 -1.622 -0.509
O 0.481 -1.157 -2.675
C 0.217 -0.848 -1.589
C 0.144 0.529 -0.830
C -0.220 -0.648 0.500
H 0.693 -0.662 1.128
H -0.576 1.087 -1.249
*
```



Record 8
The following is a quantum chemistry calculation of 2 unconnected molecules or ions with the total composition C3H2F2O2, from the OMol25 dataset.

Its frontier orbital gap is 10.514 eV. Its lowest unoccupied orbital energy is 0.6 eV. As for the structure (SMILES): F/C=C/F.O=C=O. The energy above the lowest of the compared OMol25 structures with the same formula, charge and spin is 0.597 eV.

ORCA input file:
```
! wB97M-V def2-TZVPD RIJCOSX def2/J DEFGRID3
* xyz 0 1
F 1.670 0.722 0.770
F -1.271 -0.210 -0.954
O 0.676 -3.247 0.512
O -1.474 -3.525 -0.130
C -0.120 0.554 -0.751
C 0.585 0.164 0.336
C -0.379 -3.332 0.099
H 0.140 1.209 -1.581
H 0.169 -0.636 0.941
*
```



Record 9
The following is a quantum chemistry calculation of C3H2F3N in the gas phase, from the OMol25 dataset.

Its frontier orbital gap is 11.523 eV. Its lowest unoccupied orbital energy is 0.5 eV. As for the structure (SMILES): FC(F)(F)[C@@H]1C=N1. The energy above the lowest of the compared OMol25 structures with the same formula, charge and spin is 0.247 eV.

ORCA input file:
```
! wB97M-V def2-TZVPD RIJCOSX def2/J DEFGRID3
* xyz 0 1
F -1.794 -0.835 -0.701
F -1.832 0.544 0.933
F -0.730 1.130 -0.932
N 1.293 -0.697 -0.762
C -1.015 0.061 -0.079
C 0.372 -0.539 0.417
C 1.515 0.287 -0.014
H 1.903 1.278 -0.029
H 0.289 -1.229 1.166
*
```



Record 10
The following is a quantum chemistry calculation of C3H2F4 in the gas phase, from the OMol25 dataset.

Its frontier orbital gap is 11.374 eV. Its lowest unoccupied orbital energy is 0.8 eV. As for the structure (SMILES): FC(F)=CC(F)F. The energy above the lowest of the compared OMol25 structures with the same formula, charge and spin is 0.855 eV.

ORCA input file:
```
! wB97M-V def2-TZVPD RIJCOSX def2/J DEFGRID3
* xyz 0 1
F -0.907 -1.584 0.942
F -2.278 -1.091 -0.640
F 2.075 -0.156 -0.340
F 1.224 1.817 0.034
C -1.176 -0.782 -0.066
C -0.358 0.159 -0.444
C 1.004 0.471 0.194
H -0.616 1.079 -0.964
H 1.033 0.086 1.286
*
```



Record 11
The following is a quantum chemistry calculation of a molecular structure, C3H2F6N2, from the OMol25 dataset.

Its frontier orbital gap is 10.122 eV. Its lowest unoccupied orbital energy is 0.8 eV. The energy above the lowest of the compared OMol25 structures with the same formula, charge and spin is 0.493 eV.

ORCA input file:
```
! wB97M-V def2-TZVPD RIJCOSX def2/J DEFGRID3
* xyz 0 1
F 2.002 -2.021 0.019
F -0.898 1.794 0.106
F -1.836 -1.187 -1.024
F -2.490 1.075 -1.189
F -2.633 1.053 1.065
F -1.704 -1.296 1.126
N 2.707 0.189 0.170
N 0.477 -0.258 -0.075
C -1.830 0.916 0.021
C 1.701 -0.722 -0.021
C -1.389 -0.594 0.051
H 3.470 -0.114 -0.417
H 2.424 1.165 0.168
*
```



Record 12
The following is a quantum chemistry calculation of 2 unconnected molecules or ions with the total composition C3H2F8N2S, from the OMol25 dataset.

Its frontier orbital gap is 10.768 eV. Its lowest unoccupied orbital energy is -0.5 eV. The energy above the lowest of the compared OMol25 structures with the same formula, charge and spin is 0.152 eV.

ORCA input file:
```
! wB97M-V def2-TZVPD RIJCOSX def2/J DEFGRID3
* xyz 0 1
S -3.034 -0.594 -0.361
F -4.028 -1.354 0.858
F -0.326 -1.348 0.087
F 1.439 -1.784 -0.920
F 2.884 1.640 0.773
F -4.440 -0.181 -1.159
F 2.839 1.205 -1.405
F 1.463 -1.580 1.287
F 3.431 -0.300 0.070
N -2.421 0.699 0.057
N 0.396 1.336 -0.005
C 1.223 0.380 -0.056
C 2.654 0.750 -0.201
C 0.967 -1.106 0.118
H -2.509 1.218 0.876
H -0.536 1.019 -0.018
*
```



Record 13
The following is a quantum chemistry calculation of a molecular structure, C3H2FLiO3Pb, from the OMol25 dataset.

Its frontier orbital gap (spin up / spin down) is 5.679 / 8.849 eV. Its lowest unoccupied orbital energy (spin up / spin down) is -4.6 / -4.5 eV.

ORCA input file:
```
! wB97M-V def2-TZVPD RIJCOSX def2/J DEFGRID3
* xyz 1 2
Pb -2.615 1.582 -1.054
F -0.307 -0.744 -1.872
O 0.374 3.136 0.258
O -1.252 0.252 -0.160
O 1.454 1.215 0.979
C -0.001 -1.746 0.191
C 0.865 2.155 0.615
C -0.568 -0.743 -0.536
Li 1.904 -0.689 0.648
H -0.229 -1.793 1.257
H 0.375 -2.627 -0.327
*
```



Record 14
The following is a quantum chemistry calculation of C3H2FN3O4S in the gas phase, from the OMol25 dataset.

Its frontier orbital gap is 8.252 eV. Its lowest unoccupied orbital energy is -2.0 eV. As for the structure (SMILES): O=[N+]([O-])c1nccn1S(=O)(=O)F.

ORCA input file:
```
! wB97M-V def2-TZVPD RIJCOSX def2/J DEFGRID3
* xyz 0 1
S 1.698 0.475 0.005
F 2.135 1.036 -1.506
O -0.664 -2.062 2.398
O 0.958 -0.663 1.929
O 2.772 -0.408 0.180
O 1.466 1.657 0.754
N -0.181 -1.162 1.773
N 0.265 -0.073 -0.531
N -1.997 -0.463 0.187
C -1.932 0.204 -0.955
C -0.824 -0.611 0.646
C -0.608 0.439 -1.396
H -0.151 1.111 -2.064
H -2.939 0.520 -1.420
*
```



Record 15
The following is a quantum chemistry calculation of C3H2FNO2 in the gas phase, from the OMol25 dataset.

Its frontier orbital gap is 9.289 eV. Its lowest unoccupied orbital energy is 0.5 eV. As for the structure (SMILES): Oc1ocnc1F. The energy above the lowest of the compared OMol25 structures with the same formula, charge and spin is 0.441 eV.

ORCA input file:
```
! wB97M-V def2-TZVPD RIJCOSX def2/J DEFGRID3
* xyz 0 1
F -0.710 -0.157 2.075
O 0.396 0.065 -1.163
O -0.421 1.950 -0.199
N 0.221 -1.502 0.342
C 0.589 -1.238 -0.823
C -0.241 -0.272 0.847
C -0.134 0.657 -0.134
H -0.748 2.343 0.634
H 1.048 -1.846 -1.579
*
```



Record 16
The following is a quantum chemistry calculation of C3H2FNS in the gas phase, from the OMol25 dataset.

Its frontier orbital gap is 8.528 eV. Its lowest unoccupied orbital energy is -1.3 eV. As for the structure (SMILES): N#C[C@H](F)C=S. The energy above the lowest of the compared OMol25 structures with the same formula, charge and spin is 0.117 eV.

ORCA input file:
```
! wB97M-V def2-TZVPD RIJCOSX def2/J DEFGRID3
* xyz 0 1
S -2.071 -0.347 -0.095
F 1.195 1.659 0.028
N 2.117 -1.599 0.136
C 0.589 0.476 -0.333
C 1.426 -0.683 -0.101
C -0.704 0.290 0.474
H 0.338 0.572 -1.389
H -0.638 0.745 1.464
*
```



Record 17
The following is a quantum chemistry calculation of a molecular structure, C3H2FNiO2, from the OMol25 dataset.

Its frontier orbital gap (spin up / spin down) is 6.089 / 7.432 eV. Its lowest unoccupied orbital energy (spin up / spin down) is 4.1 / 3.9 eV.

ORCA input file:
```
! wB97M-V def2-TZVPD RIJCOSX def2/J DEFGRID3
* xyz -1 3
Ni -1.457 -2.305 -1.364
F 2.058 0.960 0.417
O -0.963 0.633 -0.504
O 0.375 -0.618 0.606
C -0.587 -0.593 -0.284
C -0.268 1.611 0.334
C 0.753 0.826 0.982
H -1.008 2.025 1.027
H 0.902 0.904 2.065
*
```



Record 18
The following is a quantum chemistry calculation of C3H2IN in the gas phase, from the OMol25 dataset.

Its frontier orbital gap is 9.568 eV. Its lowest unoccupied orbital energy is -0.2 eV. As for the structure (SMILES): N#C/C=C/I. The energy above the lowest of the compared OMol25 structures with the same formula, charge and spin is 0.025 eV.

ORCA input file:
```
! wB97M-V def2-TZVPD RIJCOSX def2/J DEFGRID3
* xyz 0 1
I 1.886 -1.072 1.830
N -1.865 1.002 -1.556
C 0.159 -0.015 -0.502
C -0.903 0.678 -1.046
C 0.205 -0.233 0.794
H -0.445 0.166 1.623
H 0.963 -0.526 -1.144
*
```



Record 19
The following is a quantum chemistry calculation of 2 unconnected molecules or ions with the total composition C3H2INS3, from the OMol25 dataset.

Its frontier orbital gap (spin up / spin down) is 7.543 / 5.971 eV. Its lowest unoccupied orbital energy (spin up / spin down) is 0.4 / -2.9 eV. The energy above the lowest of the compared OMol25 structures with the same formula, charge and spin is 0.000 eV.

ORCA input file:
```
! wB97M-V def2-TZVPD RIJCOSX def2/J DEFGRID3
* xyz 0 3
I -4.923 0.050 0.000
S 0.153 2.649 -0.683
S -2.709 -2.446 -0.332
S -1.555 2.315 0.254
N -0.711 -0.851 -0.132
C -1.813 -0.118 -0.037
C -1.010 -2.095 -0.291
C -3.004 -0.729 -0.110
H -0.270 -2.868 -0.388
H 1.035 2.364 0.306
*
```



Record 20
The following is a quantum chemistry calculation of a molecular structure, C3H2Li2O3, from the OMol25 dataset.

Its frontier orbital gap (spin up / spin down) is 9.548 / 8.987 eV. Its lowest unoccupied orbital energy (spin up / spin down) is -3.9 / -5.4 eV. The energy above the lowest of the compared OMol25 structures with the same formula, charge and spin is 0.000 eV.

ORCA input file:
```
! wB97M-V def2-TZVPD RIJCOSX def2/J DEFGRID3
* xyz 1 2
O -1.108 1.157 -0.154
O 1.158 -1.372 0.096
O -1.516 -1.010 0.010
C -0.780 0.003 0.214
C 1.434 0.992 0.021
C 0.726 -0.222 0.298
Li -3.019 0.203 -0.457
Li -0.394 -2.606 0.029
H 2.308 0.954 -0.630
H 1.193 1.900 0.573
*
```